(1)
DFT (the ωB97M-V functional and the def2-TZVPD basis) results for a molecular structure, C34H37IrN2O8Te.

The strongest force on any atom comes out at 0.9 eV Å⁻¹. The HOMO energy (spin up / spin down) comes out at -4.99 / -5.00 eV. The net charge is -1. The calculation puts the total energy at -2401.71278 a.u. As for the HOMO-LUMO gap (spin up / spin down): 7.33 / 6.34 eV. As for the multiplicity: 2.

Positions of all 83 atoms, in Å:
Ir1 -2.14 -1.37 0.40
O1 -2.12 -4.52 3.18
C1 -1.60 -3.72 2.41
O2 -2.14 -2.56 2.15
C2 -0.27 -4.06 1.76
C3 0.79 -2.94 1.84
C4 2.18 -3.57 1.69
C5 2.18 -3.93 0.18
C6 0.81 -3.37 -0.26
O3 0.66 -2.24 0.61
C7 -0.29 -4.34 0.22
C8 -1.62 -4.21 -0.52
O4 -2.17 -5.22 -0.92
O5 -2.11 -3.03 -0.79
H1 0.08 -4.95 2.28
H2 0.67 -2.24 2.66
H3 2.94 -2.82 1.91
H4 2.33 -4.43 2.35
H5 2.99 -3.44 -0.35
H6 2.25 -5.00 0.00
H7 0.74 -3.04 -1.29
H8 0.00 -5.37 0.04
N1 -4.11 -2.02 0.66
C9 -5.05 -0.92 0.92
C10 -4.66 -0.19 2.19
C11 -3.41 0.70 2.14
O6 -3.45 1.79 2.66
O7 -2.32 0.23 1.60
H9 -4.31 -2.54 -0.20
H10 -4.08 -2.67 1.44
H11 -6.07 -1.32 1.02
H12 -5.04 -0.26 0.05
H13 -4.50 -0.92 2.99
H14 -5.48 0.46 2.50
C12 5.31 6.08 -1.12
C13 4.12 5.18 -0.90
C14 3.39 5.23 0.27
C15 2.28 4.40 0.48
C16 1.55 4.53 1.79
C17 1.90 3.49 -0.51
Te1 0.21 2.21 -0.24
N2 -1.38 -0.49 -0.92
C18 -1.12 -0.69 -2.25
O8 0.00 -0.94 -2.68
C19 -2.31 -0.63 -3.17
C20 -3.45 0.09 -2.83
C21 -4.53 0.14 -3.70
C22 -4.47 -0.54 -4.91
C23 -3.33 -1.26 -5.25
C24 -2.25 -1.29 -4.38
C25 0.99 1.19 1.44
C26 0.30 1.29 2.64
C27 0.81 0.71 3.79
C28 2.02 0.04 3.74
C29 2.69 -0.08 2.53
C30 2.18 0.45 1.35
C31 2.88 0.20 0.05
C32 2.64 3.42 -1.70
C33 2.35 2.46 -2.83
C34 3.73 4.27 -1.88
H15 5.44 6.76 -0.28
H16 5.19 6.67 -2.02
H17 6.23 5.50 -1.22
H18 3.67 5.93 1.05
H19 1.78 5.49 2.27
H20 1.83 3.73 2.48
H21 0.47 4.46 1.65
H22 -3.48 0.63 -1.89
H23 -5.41 0.71 -3.44
H24 -5.32 -0.52 -5.59
H25 -3.29 -1.79 -6.19
H26 -1.35 -1.84 -4.63
H27 -0.64 1.83 2.67
H28 0.26 0.78 4.72
H29 2.44 -0.40 4.64
H30 3.62 -0.63 2.49
H31 3.62 -0.59 0.17
H32 3.39 1.10 -0.31
H33 2.16 -0.12 -0.71
H34 1.57 1.74 -2.58
H35 3.25 1.90 -3.09
H36 2.04 3.01 -3.72
H37 4.29 4.21 -2.80


(2)
DFT (the ωB97M-V functional and the def2-TZVPD basis) results for 3 unconnected molecules or ions with the total composition C19H39Br4N2O2 at a distorted geometry.

The strongest force on any atom comes out at 3.0 eV Å⁻¹. The HOMO energy (spin up / spin down) comes out at -8.38 / -8.37 eV. The net charge is 0. The calculation puts the total energy at -11303.26198 a.u. As for the HOMO-LUMO gap (spin up / spin down): 8.65 / 8.49 eV. As for the multiplicity: 2.

Positions of all 66 atoms, in Å:
C1 -0.02 2.85 3.22
C2 -0.72 3.00 1.82
C3 -0.87 1.61 1.10
C4 -0.41 1.62 -0.41
N1 -1.50 1.56 -1.39
C5 -1.63 0.29 -2.13
C6 -2.84 0.50 -3.14
C7 -2.81 1.97 -3.73
O1 -3.63 2.88 -3.00
C8 -2.10 -0.85 -1.13
C9 -1.16 -2.09 -1.15
C10 -1.96 -3.25 -0.42
C11 0.15 -1.90 -0.34
N2 -0.98 -2.53 -2.55
O2 -0.44 -3.71 -2.54
C12 -0.20 -1.59 -3.37
C13 1.34 -1.94 -3.44
C14 -0.71 -1.79 -4.85
C15 -0.39 -0.06 -3.01
H1 -0.74 2.95 4.05
H2 0.48 1.88 3.35
H3 0.76 3.64 3.27
H4 -1.75 3.36 2.04
H5 -0.23 3.74 1.17
H6 -1.92 1.28 1.21
H7 -0.21 0.89 1.62
H8 0.38 0.85 -0.55
H9 0.09 2.61 -0.57
H10 -2.38 1.85 -0.99
H11 -3.80 0.43 -2.60
H12 -2.77 -0.16 -4.01
H13 -1.79 2.37 -3.80
H14 -3.22 1.95 -4.76
H15 -3.99 2.48 -2.22
H16 -3.09 -1.22 -1.47
H17 -2.24 -0.52 -0.09
H18 -2.42 -2.79 0.48
H19 -1.21 -3.97 -0.04
H20 -2.68 -3.73 -1.09
H21 0.58 -2.85 0.02
H22 -0.12 -1.34 0.58
H23 0.91 -1.27 -0.85
H24 1.92 -1.05 -3.77
H25 1.48 -2.70 -4.23
H26 1.71 -2.39 -2.51
H27 -0.38 -2.81 -5.15
H28 -0.20 -1.11 -5.56
H29 -1.81 -1.79 -4.93
H30 -0.54 0.46 -3.97
H31 0.57 0.33 -2.62
Br1 0.30 2.41 7.48
C16 1.79 1.19 7.74
C17 2.52 0.92 6.45
Br2 1.53 -0.32 5.33
H32 1.39 0.30 8.20
H33 2.45 1.70 8.45
H34 3.47 0.43 6.64
H35 2.69 1.82 5.86
Br3 2.78 0.80 0.80
C18 4.26 -0.06 1.73
C19 4.39 -1.51 1.36
Br4 3.04 -2.61 2.24
H36 4.09 0.09 2.80
H37 5.14 0.49 1.42
H38 5.34 -1.91 1.70
H39 4.29 -1.69 0.29


(3)
DFT (the ωB97M-V functional and the def2-TZVPD basis) results for 5 unconnected molecules or ions with the total composition C44H87BrF4N6O8S at a distorted geometry.

The strongest force on any atom comes out at 9.7 eV Å⁻¹. The HOMO energy comes out at -8.93 eV. The net charge is 0. Its SMILES is CCCCCCCC[C@]1(Cc2ccc(C)cc2)[C@@](N)(CCF)[C@@H](C[C@@H](C)Br)[C@](F)(S(=O)(=O)F)[N@@+]1(C(=O)[O-])[C@H](C)F.COC[C@@H](C)N.COC[C@@H](C)N.COC[C@@H](C)N.COC[C@@H](C)N. The calculation puts the total energy at -6030.44658 a.u. As for the HOMO-LUMO gap: 8.20 eV.

Positions of all 151 atoms, in Å:
C1 -4.66 -0.72 -8.36
C2 -3.53 0.41 -8.45
C3 -3.47 1.32 -7.12
C4 -1.92 1.54 -6.82
C5 -1.82 2.69 -5.73
C6 -0.32 2.65 -5.15
C7 -0.30 2.82 -3.55
C8 0.50 1.63 -2.88
C9 0.05 1.16 -1.42
C10 -0.52 2.42 -0.68
C11 0.24 3.76 -0.62
C12 1.54 4.16 -1.14
C13 2.13 5.52 -1.04
C14 1.36 6.59 -0.36
C15 1.93 8.04 -0.27
C16 0.05 6.20 0.18
C17 -0.51 4.86 0.07
C18 1.28 0.55 -0.51
N1 2.62 0.75 -1.11
C19 1.52 1.13 0.95
C20 2.98 0.85 1.53
F1 3.88 1.92 1.29
C21 1.20 -1.06 -0.43
C22 1.10 -1.85 0.91
C23 1.81 -3.29 0.78
C24 3.31 -3.29 1.26
Br1 0.80 -4.50 2.02
C25 0.00 -1.25 -1.53
F2 -0.48 -2.52 -1.08
S1 0.86 -1.82 -3.06
O1 2.06 -1.06 -3.41
O2 0.06 -1.97 -4.25
F3 1.39 -3.35 -2.71
N2 -0.89 -0.05 -1.43
C26 -1.87 -0.26 -2.58
O3 -2.35 0.63 -3.30
O4 -2.40 -1.44 -2.78
C27 -1.89 -0.20 -0.30
C28 -3.19 0.68 -0.35
F4 -1.34 -0.10 0.99
H1 -5.47 -0.48 -9.09
H2 -5.03 -0.77 -7.30
H3 -4.19 -1.70 -8.64
H4 -3.63 1.07 -9.34
H5 -2.54 -0.12 -8.53
H6 -3.96 0.77 -6.27
H7 -3.99 2.31 -7.30
H8 -1.36 1.82 -7.75
H9 -1.55 0.59 -6.33
H10 -1.98 3.71 -6.17
H11 -2.58 2.54 -4.93
H12 0.18 3.55 -5.62
H13 0.26 1.76 -5.50
H14 0.17 3.83 -3.39
H15 -1.37 2.93 -3.25
H16 1.57 1.92 -2.96
H17 0.37 0.80 -3.64
H18 -0.83 2.22 0.39
H19 -1.52 2.66 -1.17
H20 2.14 3.41 -1.70
H21 3.13 5.69 -1.49
H22 1.57 8.58 0.64
H23 3.04 8.07 -0.43
H24 1.48 8.60 -1.16
H25 -0.57 6.99 0.68
H26 -1.54 4.69 0.49
H27 3.28 0.00 -1.02
H28 2.99 1.68 -1.04
H29 0.85 0.71 1.75
H30 1.45 2.25 1.06
H31 2.90 0.74 2.66
H32 3.38 -0.15 1.18
H33 2.00 -1.66 -0.97
H34 1.60 -1.39 1.81
H35 0.06 -2.08 1.26
H36 1.68 -3.74 -0.23
H37 3.99 -3.31 0.36
H38 3.50 -4.27 1.79
H39 3.54 -2.41 1.92
H40 -2.34 -1.24 -0.31
H41 -4.14 0.08 -0.42
H42 -3.27 1.21 0.65
H43 -3.26 1.48 -1.12
C29 -1.82 -0.99 6.95
C30 -1.95 -1.10 5.43
C31 -1.55 -2.48 4.88
O5 -0.15 -2.70 4.80
C32 0.45 -3.12 6.02
N3 -1.18 -0.02 4.81
H44 -0.78 -0.89 7.27
H45 -2.35 -0.11 7.31
H46 -2.25 -1.86 7.44
H47 -3.01 -0.95 5.19
H48 -1.91 -2.54 3.85
H49 -2.04 -3.29 5.43
H50 -0.21 -3.77 6.60
H51 0.75 -2.25 6.61
H52 1.35 -3.68 5.77
H53 -1.35 -0.04 3.80
H54 -0.20 -0.27 4.89
C33 2.89 1.97 -7.28
C34 2.50 3.44 -7.44
C35 2.99 4.06 -8.76
O6 4.37 4.40 -8.78
C36 5.23 3.31 -9.09
N4 2.98 4.19 -6.28
H55 3.95 1.85 -7.03
H56 2.32 1.51 -6.47
H57 2.69 1.41 -8.19
H58 1.41 3.48 -7.44
H59 2.45 5.01 -8.90
H60 2.73 3.43 -9.62
H61 4.78 2.62 -9.81
H62 5.51 2.78 -8.18
H63 6.14 3.73 -9.52
H64 2.64 5.15 -6.34
H65 3.99 4.29 -6.38
C37 5.77 -4.86 9.04
C38 5.34 -4.20 7.74
C39 4.01 -3.42 7.85
O7 2.85 -4.24 7.86
C40 2.53 -4.79 9.13
N5 5.28 -5.22 6.68
H66 5.19 -5.76 9.27
H67 6.82 -5.17 8.98
H68 5.68 -4.17 9.88
H69 6.12 -3.48 7.47
H70 3.92 -2.79 6.96
H71 4.02 -2.75 8.72
H72 2.77 -4.11 9.95
H73 3.04 -5.75 9.27
H74 1.45 -4.98 9.15
H75 5.08 -4.76 5.80
H76 4.45 -5.78 6.85
C41 -7.92 -2.62 4.03
C42 -6.68 -1.73 3.92
C43 -5.44 -2.47 3.37
O8 -4.80 -3.31 4.31
C44 -5.38 -4.60 4.45
N6 -6.42 -1.13 5.23
H77 -7.87 -3.31 4.87
H78 -8.81 -2.01 4.17
H79 -8.06 -3.20 3.11
H80 -6.92 -0.93 3.22
H81 -4.70 -1.71 3.10
H82 -5.67 -3.02 2.45
H83 -5.78 -4.97 3.50
H84 -6.17 -4.58 5.21
H85 -4.61 -5.29 4.79
H86 -5.65 -0.47 5.14
H87 -6.03 -1.86 5.83